No. 1
Formula: CH4N2Si
Source: OMol25
Level of theory: ωB97M-V/def2-TZVPD

```
! wB97M-V def2-TZVPD RIJCOSX def2/J DEFGRID3
* xyz 0 1
C -1.605 -0.236 -0.062
N 1.752 1.280 -0.101
N -0.574 -0.204 -0.771
Si 1.100 -0.325 -0.074
H -1.531 -0.194 1.022
H -2.519 -0.772 -0.253
H 0.617 -1.855 -0.236
H 2.760 2.306 0.474
*
```

Output
F_max ... 0.1106 Eh/bohr
DFT total energy ... -439.27102 Ha
Orbital gap (spin up / spin down) ... 0.301 / 0.301 hartree

No. 2
Formula: C27H48ClO2PSc
Source: OMol25
Level of theory: ωB97M-V/def2-TZVPD

```
! wB97M-V def2-TZVPD RIJCOSX def2/J DEFGRID3
* xyz -1 1
Sc -0.459 -0.132 0.661
Cl 0.793 0.121 2.666
P 2.135 -0.848 -0.468
C -2.384 -0.263 1.437
H -3.079 -1.003 1.024
H -2.457 -0.087 2.538
C 2.443 -0.934 -2.308
C 2.423 -2.549 0.269
C 1.588 -2.025 -2.962
H 2.066 0.046 -2.661
C 1.645 -1.909 -4.493
H 1.955 -3.016 -2.658
H 0.546 -1.961 -2.611
C 3.085 -1.876 -5.024
H 1.090 -2.741 -4.941
H 1.124 -0.987 -4.791
C 3.984 -0.884 -4.286
H 3.516 -2.879 -4.956
H 3.063 -1.615 -6.094
C 3.903 -1.032 -2.760
H 5.020 -0.989 -4.606
H 3.681 0.141 -4.546
H 4.327 -2.001 -2.459
H 4.521 -0.251 -2.294
C 3.394 0.318 0.290
C 3.577 -3.368 -0.324
H 2.676 -2.300 1.315
C 3.845 -4.605 0.547
H 3.321 -3.697 -1.341
H 4.508 -2.787 -0.408
C 2.597 -5.461 0.784
H 4.634 -5.209 0.097
H 4.226 -4.266 1.522
C 1.363 -4.647 1.177
H 2.371 -6.028 -0.126
H 2.801 -6.199 1.569
C 1.159 -3.423 0.279
H 0.462 -5.267 1.140
H 1.464 -4.296 2.212
H 0.934 -3.752 -0.745
H 0.258 -2.891 0.618
C 3.457 1.642 -0.477
H 2.922 0.507 1.274
C 4.389 2.649 0.217
H 3.821 1.467 -1.501
H 2.451 2.078 -0.562
C 5.775 2.074 0.552
H 4.491 3.545 -0.409
H 3.907 2.973 1.153
C 5.705 0.716 1.245
H 6.365 1.987 -0.371
H 6.303 2.784 1.201
C 4.783 -0.284 0.527
H 6.701 0.283 1.348
H 5.319 0.855 2.266
H 5.246 -0.565 -0.434
H 4.716 -1.198 1.135
C -0.639 1.569 -0.548
C -2.204 1.071 0.580
H 0.127 1.032 -1.253
C -2.256 2.293 1.511
H -3.108 1.064 -0.166
C -2.486 3.579 0.712
H -3.139 2.112 2.139
H -1.343 2.363 2.129
C -1.302 3.940 -0.162
H -3.386 3.492 0.095
H -2.728 4.398 1.412
C -1.049 2.828 -1.195
H -1.479 4.882 -0.662
H -0.429 4.023 0.504
H -1.965 2.633 -1.824
H -0.247 3.218 -1.881
C -2.471 -1.052 -2.553
C -2.074 -1.939 -1.406
O -2.778 -2.913 -1.121
O -0.959 -1.554 -0.775
H -3.106 -0.235 -2.174
H -3.078 -1.624 -3.259
H -1.602 -0.622 -3.056
*
```

Output
F_max ... 0.0807 Eh/bohr
DFT total energy ... -2770.44363 Ha
Orbital gap ... 0.228 hartree

No. 3
Formula: C18H23FN3
Source: OMol25
Level of theory: ωB97M-V/def2-TZVPD

```
! wB97M-V def2-TZVPD RIJCOSX def2/J DEFGRID3
* xyz 1 1
C -1.274 2.492 -2.300
N -1.717 1.109 -2.201
C -0.951 0.003 -2.073
C 0.553 0.003 -1.897
N -1.715 -1.104 -2.203
C -1.270 -2.485 -2.302
C -3.079 -0.683 -2.227
C -3.080 0.684 -2.226
C -4.255 1.426 -2.109
C -5.438 0.694 -1.961
C -5.438 -0.696 -1.961
C -4.252 -1.427 -2.111
H -2.181 3.131 -2.248
H -0.601 2.713 -1.445
H -0.751 2.693 -3.272
H 1.054 -0.971 -2.155
H 1.053 0.981 -2.146
H -2.174 -3.125 -2.254
H -0.743 -2.684 -3.272
H -0.600 -2.707 -1.446
H -4.241 2.500 -2.121
H -6.377 1.211 -1.843
H -6.374 -1.216 -1.844
H -4.236 -2.500 -2.123
C 2.186 -2.419 1.134
C 2.523 -1.189 1.906
N 2.239 -0.012 1.409
F 0.915 0.001 -0.554
C 2.523 1.171 1.908
C 2.189 2.412 1.142
C 3.119 1.208 3.158
C 3.414 -0.005 3.786
C 4.042 0.012 5.182
C 3.116 -1.222 3.160
H 2.484 -3.280 1.705
H 1.121 -2.466 0.943
H 2.691 -2.455 0.179
H 2.485 3.273 1.727
H 2.705 2.451 0.192
H 1.123 2.451 0.943
H 3.319 2.137 3.615
H 4.202 -0.992 5.545
H 4.990 0.524 5.177
H 3.401 0.516 5.888
H 3.302 -2.159 3.596
*
```

Output
F_max ... 0.0480 Eh/bohr
DFT total energy ... -963.58560 Ha
Orbital gap ... 0.264 hartree

No. 4
Formula: C33H27BrN6O2PbS
Source: OMol25
Level of theory: ωB97M-V/def2-TZVPD

```
! wB97M-V def2-TZVPD RIJCOSX def2/J DEFGRID3
* xyz 2 1
Pb -0.149 -0.071 0.394
C -1.043 1.210 -2.544
N 0.006 0.233 -2.245
C -0.297 -1.080 -2.807
C -1.514 -1.720 -2.186
C -2.257 -2.663 -2.885
C -3.338 -3.262 -2.258
C -3.656 -2.884 -0.962
C -2.865 -1.936 -0.340
N -1.816 -1.379 -0.936
C 1.306 0.733 -2.663
C 2.000 1.603 -1.644
C 2.927 2.543 -2.083
C 3.656 3.255 -1.147
C 3.439 3.008 0.202
C 2.485 2.070 0.554
N 1.796 1.392 -0.352
C -0.916 2.470 -1.728
C -1.009 3.727 -2.312
C -0.951 4.853 -1.503
C -0.799 4.687 -0.134
C -0.698 3.397 0.357
N -0.759 2.320 -0.416
H -2.008 0.753 -2.314
H -1.038 1.465 -3.612
H 0.553 -1.746 -2.617
H -0.429 -1.036 -3.898
H -1.984 -2.929 -3.894
H -3.928 -4.004 -2.772
H -4.492 -3.319 -0.441
H -3.057 -1.620 0.674
H 1.224 1.294 -3.604
H 1.981 -0.108 -2.857
H 3.081 2.703 -3.139
H 4.385 3.986 -1.463
H 4.003 3.525 0.961
H 2.276 1.841 1.587
H -1.126 3.831 -3.379
H -1.020 5.840 -1.933
H -0.758 5.532 0.535
H -0.557 3.216 1.414
S -2.624 1.765 3.970
C -3.596 2.000 2.575
C -3.072 1.423 1.454
C -1.849 0.817 1.758
C -1.441 0.881 3.049
C -0.246 0.287 3.611
C -0.151 0.006 4.973
C 0.959 -0.673 5.439
C 1.951 -1.029 4.536
C 1.797 -0.666 3.210
N 0.730 -0.028 2.752
H -4.508 2.561 2.656
H -3.536 1.451 0.486
H -0.959 0.280 5.632
H 1.042 -0.934 6.483
H 2.819 -1.580 4.860
H 2.560 -0.899 2.484
Br 3.681 -1.084 -0.632
C 2.477 -2.536 -0.478
C 2.876 -3.782 -0.947
C 2.069 -4.874 -0.673
C 0.922 -4.696 0.088
C 0.591 -3.400 0.448
N 1.319 -2.356 0.136
C -0.715 -3.196 1.356
O -1.338 -4.203 1.559
O -0.847 -2.018 1.707
H 3.802 -3.879 -1.490
H 2.347 -5.860 -1.015
H 0.286 -5.506 0.407
*
```

Output
F_max ... 0.0589 Eh/bohr
DFT total energy ... -4917.28504 Ha
Orbital gap ... 0.214 hartree

No. 5
Formula: C5H7O3P
Source: OMol25
Level of theory: ωB97M-V/def2-TZVPD

```
! wB97M-V def2-TZVPD RIJCOSX def2/J DEFGRID3
* xyz -2 1
C 0.447 0.289 -1.732
C 1.443 -1.690 0.002
C 0.011 0.435 -0.460
C -1.018 1.056 0.331
C 1.217 -0.221 0.390
O -3.835 0.211 0.779
O -1.388 0.688 1.731
O -3.160 2.648 1.175
P -2.760 1.264 0.769
H 1.569 0.499 -1.976
H -0.174 0.620 -2.474
H 0.726 -2.325 0.438
H 1.388 -1.764 -1.054
H 2.397 -1.981 0.355
H 0.986 -0.065 1.456
H 2.151 0.335 0.269
*
```

Output
F_max ... 0.0927 Eh/bohr
SMILES ... C=C(CC)C1=P([O-])([O-])O1
DFT total energy ... -761.69239 Ha
Orbital gap ... 0.168 hartree

No. 6
Formula: C4H6F18FeO3P3
Source: OMol25
Level of theory: ωB97M-V/def2-TZVPD

```
! wB97M-V def2-TZVPD RIJCOSX def2/J DEFGRID3
* xyz -1 5
Fe 0.242 0.921 1.270
P -1.737 2.511 -0.008
F -1.553 4.056 -0.550
F -2.166 1.949 -1.465
F -0.126 2.209 -0.275
F -1.905 1.048 0.679
F -1.263 2.997 1.421
F -3.250 2.925 0.397
P 2.903 2.307 1.399
F 3.411 1.578 2.787
F 2.321 0.817 0.891
F 1.444 2.495 2.183
F 2.329 2.903 0.061
F 3.444 3.716 2.003
F 4.299 1.970 0.727
P -0.325 -0.494 3.484
F -0.780 1.027 3.112
F 0.160 -0.119 4.967
F -1.766 -0.783 4.109
F 0.128 -2.073 3.559
F -0.851 -0.842 1.957
F 1.097 -0.143 2.817
C -0.251 -3.958 -3.317
C -0.119 -2.457 -3.134
C -1.374 -1.568 -2.972
O -1.186 -0.862 -1.797
C -0.053 -1.161 -1.249
O 0.448 -0.654 -0.281
O 0.583 -2.188 -1.883
H 0.720 -4.428 -3.181
H -0.639 -4.268 -4.291
H -1.020 -4.389 -2.671
H 0.478 -2.047 -3.950
H -2.245 -2.218 -3.076
H -1.397 -0.775 -3.724
*
```

Output
F_max ... 0.0799 Eh/bohr
DFT total energy ... -4467.91047 Ha
Orbital gap (spin up / spin down) ... 0.407 / 0.327 hartree